w) Entry from OMol25: an isolated ion of composition C2H9N2 and charge +2 (ωB97M-V/def2-TZVPD).

```
! wB97M-V def2-TZVPD RIJCOSX def2/J DEFGRID3
* xyz 2 2
C 0.30 -0.60 0.29
H -1.65 -1.19 0.75
H 1.29 -0.52 0.75
H -0.76 -0.88 2.06
H 0.57 0.47 -2.10
H 0.41 1.45 0.68
N -0.70 -1.31 1.13
C -0.04 0.87 -0.13
N 0.55 1.20 -1.38
H 0.61 -1.30 -0.49
H -1.13 1.04 -0.12
H 0.29 2.13 -1.76
H -0.50 -2.30 1.27
*
```

* orbital gap (spin up / spin down): 14.836 / 9.674 eV
* <S²>: 0.7542
* E_HOMO (spin up / spin down): -22.69 / -23.14 eV

***

x) Entry from OMol25: a 2-piece molecular cluster, C2H9N2 overall (ωB97M-V/def2-TZVPD).

```
! wB97M-V def2-TZVPD RIJCOSX def2/J DEFGRID3
* xyz 2 2
H 1.24 0.83 -1.70
H -0.66 0.87 0.65
H -2.21 0.53 1.15
H -0.62 -1.83 0.13
N 1.04 0.62 -0.71
H 1.62 1.26 -0.15
H -1.76 0.59 -0.44
H 2.37 -0.94 -0.33
C 0.46 -1.72 0.15
H -2.08 1.97 0.34
N -1.64 1.05 0.48
H 0.95 -2.53 0.71
C 1.30 -0.70 -0.29
*
```

* orbital gap (spin up / spin down): 10.927 / 6.869 eV
* <S²>: 0.7532
* E_HOMO (spin up / spin down): -20.89 / -20.66 eV

***

Stability comparison, relative energies in eV: w) 0.000; x) 0.978

***

w) Entry from OMol25: a 3-piece molecular cluster, C3H10O3 overall (ωB97M-V/def2-TZVPD).

```
! wB97M-V def2-TZVPD RIJCOSX def2/J DEFGRID3
* xyz 0 1
H -1.86 1.98 -0.92
H -2.27 -1.78 -0.60
C -1.99 -0.90 -0.03
H -1.67 1.57 0.72
H 0.73 1.59 -0.03
H -2.37 -0.66 0.95
O 0.03 2.20 -0.28
H 3.35 0.53 -0.58
H -0.24 -0.29 -1.18
C -1.10 -0.04 -0.56
H 2.45 -0.19 0.42
H 1.60 -2.57 1.13
O 2.72 0.67 0.10
C -1.18 1.43 -0.27
O 1.37 -1.88 0.50
H 0.44 -1.64 0.61
*
```

* orbital gap: 10.018 eV
* E_HOMO: -9.42 eV
* SMILES: C=CCO.O.O

***

x) Entry from OMol25: a 3-piece molecular cluster, C3H10O3 overall (ωB97M-V/def2-TZVPD).

```
! wB97M-V def2-TZVPD RIJCOSX def2/J DEFGRID3
* xyz 0 1
O 1.19 -1.03 -0.88
H 2.59 0.74 -1.03
H -3.56 -1.27 -0.70
O -2.85 -0.62 -0.59
O 3.15 0.59 -1.80
C -0.23 -0.32 0.87
H -1.07 1.66 1.17
H -1.66 0.41 2.25
H -2.16 -1.07 -0.09
H 4.02 0.94 -1.55
H 0.32 -1.10 1.41
H -0.08 1.11 2.51
H 1.40 -0.73 -1.76
C 0.07 -0.42 -0.44
H -0.37 0.32 -1.11
C -0.76 0.78 1.74
*
```

* orbital gap: 9.329 eV
* E_HOMO: -8.64 eV
* SMILES: C/C=C/O.O.O

***

Stability comparison, relative energies in eV: w) 0.060; x) 0.000

***

w) Entry from OMol25: an isolated ion of composition C4H7N2S and charge +1 (ωB97M-V/def2-TZVPD).

```
! wB97M-V def2-TZVPD RIJCOSX def2/J DEFGRID3
* xyz 1 1
N -1.53 1.27 -0.10
C 2.47 -1.20 0.01
S 2.23 0.54 0.44
H -3.38 0.43 0.29
H 0.14 2.54 0.13
H 2.65 -1.81 0.88
C -2.33 0.08 -0.04
N 0.70 0.61 0.10
H -1.45 -2.02 -0.04
C -0.21 1.46 -0.01
H 3.29 -1.40 -0.70
H -2.04 2.11 -0.55
H 1.47 -1.44 -0.45
C -2.02 -1.17 0.05
*
```

* orbital gap (spin up / spin down): 5.827 / 9.208 eV
* E_HOMO (spin up / spin down): -13.01 / -13.45 eV

***

x) Entry from OMol25: an isolated ion of composition C4H7N2S and charge +1 (ωB97M-V/def2-TZVPD).

```
! wB97M-V def2-TZVPD RIJCOSX def2/J DEFGRID3
* xyz 1 1
N 1.17 0.40 -1.27
H -2.46 0.96 -0.10
H 0.53 0.84 -2.03
C 0.57 -0.81 2.05
C -1.70 0.57 -0.74
H -2.04 -0.30 -1.41
H 0.77 -1.17 3.00
C 1.29 -0.73 0.92
H -1.57 1.50 -1.48
S -1.07 -0.45 1.66
H 2.41 -0.80 1.08
N -0.57 0.16 0.17
H 2.01 -0.07 -1.70
C 0.67 -0.10 -0.14
*
```

* orbital gap: 9.485 eV
* E_HOMO: -13.70 eV

***

Stability comparison, relative energies in eV: w) 4.603; x) 0.000

***

w) Entry from OMol25: C4H7N2S as an isolated structure (ωB97M-V/def2-TZVPD).

```
! wB97M-V def2-TZVPD RIJCOSX def2/J DEFGRID3
* xyz 1 1
H 1.05 2.67 -0.12
H -0.70 2.79 -0.91
N -0.21 -0.99 -0.16
S 2.16 0.00 -1.26
C 0.73 0.01 -0.69
H -0.40 2.72 1.07
C -0.06 2.41 0.01
N -0.09 0.99 -0.06
H 0.98 -2.58 0.01
H -0.47 -2.66 1.00
C -0.76 0.00 0.51
H -1.54 -0.02 1.37
C -0.10 -2.39 0.02
H -0.59 -2.97 -0.80
*
```

* orbital gap: 8.788 eV
* E_HOMO: -14.44 eV

***

x) Entry from OMol25: an isolated ion of composition C4H7N2S and charge +1 (ωB97M-V/def2-TZVPD).

```
! wB97M-V def2-TZVPD RIJCOSX def2/J DEFGRID3
* xyz 1 1
H -0.43 2.64 -1.44
H 0.87 1.51 2.74
H 0.94 1.65 -1.04
C -0.95 0.86 -0.32
N 1.04 1.76 1.76
H -1.96 1.17 -0.28
H 0.79 -3.40 0.43
C -0.04 1.96 -0.70
C 0.29 -2.79 -0.31
C -0.04 -1.39 -0.06
H 0.81 -2.67 -1.23
N -0.48 -0.35 -0.21
S -0.17 2.39 1.07
H -0.68 -3.35 -0.41
*
```

* orbital gap (spin up / spin down): 7.488 / 7.489 eV
* E_HOMO (spin up / spin down): -12.61 / -12.61 eV

***

Stability comparison, relative energies in eV: w) 0.000; x) 1.716

***

w) Entry from OMol25: a single C4H3NS molecule (ωB97M-V/def2-TZVPD).

```
! wB97M-V def2-TZVPD RIJCOSX def2/J DEFGRID3
* xyz 0 1
C -0.01 0.08 -0.09
H 1.19 1.74 -0.41
H -0.64 0.48 0.80
C 0.92 -1.89 -2.23
C 0.73 0.79 -0.94
N 0.20 -1.97 -1.26
C -0.35 -1.25 -0.29
S 1.78 -1.90 -3.56
H -1.03 -1.70 0.53
*
```

* orbital gap (spin up / spin down): 6.515 / 7.404 eV
* E_HOMO (spin up / spin down): -7.88 / -8.86 eV

***

x) Entry from OMol25: C4H3NS as an isolated structure (ωB97M-V/def2-TZVPD).

```
! wB97M-V def2-TZVPD RIJCOSX def2/J DEFGRID3
* xyz 0 1
S 2.78 -0.15 0.07
N 0.51 -1.31 -0.17
C -0.97 0.45 0.06
H 0.54 2.12 -0.07
C 1.17 -0.18 -0.24
H -1.51 -1.83 0.04
C 0.33 1.01 -0.21
H -2.15 0.80 0.45
C -0.70 -0.90 0.08
*
```

* orbital gap: 7.005 eV
* E_HOMO: -9.25 eV

***

Stability comparison, relative energies in eV: w) 1.365; x) 0.000

***

w) Entry from OMol25: a 2-piece molecular cluster, C6H8N4O overall (ωB97M-V/def2-TZVPD).

```
! wB97M-V def2-TZVPD RIJCOSX def2/J DEFGRID3
* xyz 0 1
H 2.53 0.18 -1.67
H -1.73 1.66 0.79
N -2.68 -1.18 -0.28
H 2.26 -1.74 -1.13
C -3.29 0.93 -0.18
C 3.50 -0.40 0.21
C 1.29 0.95 0.68
N -2.14 0.82 0.46
H -3.76 1.92 -0.17
H 3.99 0.64 0.20
C 2.01 -0.34 0.47
H 4.09 -1.28 0.55
N -1.77 -0.52 0.33
H -4.50 -0.55 -1.30
H 1.42 -1.09 0.85
N 0.70 1.88 0.83
C -3.65 -0.30 -0.61
O -0.75 -0.92 0.89
C 2.49 -0.64 -0.90
*
```

* orbital gap: 9.403 eV
* E_HOMO: -8.50 eV
* SMILES: [O-][n+]1ncc[nH]1.N#CC1CC1

***

x) Entry from OMol25: a single C6H8N4O molecule (ωB97M-V/def2-TZVPD).

```
! wB97M-V def2-TZVPD RIJCOSX def2/J DEFGRID3
* xyz 0 1
O 1.15 -0.33 -1.51
C -0.98 -0.25 0.94
N -2.53 1.56 0.55
N -1.47 -0.97 1.93
H 2.52 -0.22 -2.96
C 2.36 0.24 -2.01
N 0.25 -0.62 0.57
C -1.37 0.95 0.32
H -3.30 0.93 0.95
H -0.32 2.14 -1.22
H 3.21 -0.03 -1.20
H -0.63 -2.61 2.90
H 1.29 -2.37 0.70
H -2.72 2.22 -0.17
N 0.80 0.30 -0.35
C -0.59 -2.01 2.02
H 2.31 1.44 -2.13
C -0.50 1.44 -0.53
C 0.53 -1.83 1.19
*
```

* orbital gap: 9.026 eV
* E_HOMO: -8.13 eV
* SMILES: COn1cc(N)c2nccn21

***

Stability comparison, relative energies in eV: w) 0.000; x) 0.345